Entry 1:
Formula: H4NOP2
Source: the Open Molecules 2025 dataset
Level of theory: ωB97M-V/def2-TZVPD

Element x y z (Å)
O  -2.62  0.04  -0.04
P  -1.09  -0.19  0.02
N  -0.08  1.07  0.12
P  1.56  1.00  -0.11
H  -1.00  -1.12  1.02
H  -0.69  -0.94  -1.07
H  1.94  0.14  0.92
H  1.98  -0.01  -0.87

Summary:
Frontier orbital gap = 8.78 eV
SMILES = [O-][PH2]=NP
LUMO = 0.174 Ha
Total energy = -22181.00518 eV
Total charge = -1
HOMO level = -4.05 eV
2S+1 = 1
M = 96.0 g mol⁻¹

Entry 2:
Formula: C13H45NO10
Source: the Open Molecules 2025 dataset
Level of theory: ωB97M-V/def2-TZVPD

Element x y z (Å)
C  0.63  -1.85  -3.08
O  0.95  -1.62  -1.72
C  1.82  -2.58  -1.20
C  2.04  -2.32  0.28
C  2.66  -0.94  0.54
N  2.78  -3.43  0.85
H  1.54  -2.15  -3.61
H  0.22  -0.95  -3.54
H  -0.08  -2.68  -3.17
H  1.41  -3.60  -1.29
H  2.80  -2.53  -1.71
H  1.05  -2.29  0.76
H  3.59  -0.79  0.00
H  2.87  -0.84  1.61
H  1.99  -0.14  0.23
H  3.74  -3.42  0.52
H  2.85  -3.33  1.86
O  -1.73  -2.13  4.95
C  -2.21  -1.54  3.75
C  -1.04  -1.21  2.85
O  -0.26  -0.10  3.25
H  -2.48  -2.24  5.53
H  -2.86  -2.21  3.16
H  -2.80  -0.64  3.95
H  -1.50  -1.05  1.87
H  -0.39  -2.08  2.75
H  0.11  -0.28  4.12
C  -4.38  0.53  0.85
O  -4.81  -0.18  -0.30
H  -5.16  0.63  1.62
H  -3.57  0.04  1.41
H  -4.01  1.50  0.55
H  -5.01  -1.08  -0.02
C  0.72  4.08  -0.01
O  1.72  5.08  -0.01
H  0.46  3.68  -0.99
H  1.04  3.21  0.59
H  -0.18  4.50  0.44
H  2.31  4.92  -0.75
C  -2.24  -3.08  -0.51
O  -2.65  -4.07  0.42
H  -2.56  -3.36  -1.52
H  -2.69  -2.12  -0.27
H  -1.15  -3.00  -0.46
H  -2.06  -4.82  0.39
C  1.61  2.91  3.45
O  1.99  1.66  2.91
H  1.22  2.80  4.47
H  2.50  3.53  3.49
H  0.88  3.44  2.83
H  1.21  1.10  2.82
C  -1.00  1.97  -3.90
O  -1.75  2.41  -5.02
H  -0.84  2.81  -3.23
H  -1.54  1.23  -3.30
H  -0.05  1.51  -4.18
H  -2.22  1.66  -5.40
C  -0.87  1.07  -0.05
O  0.16  0.98  -0.99
H  -1.45  1.99  -0.16
H  -1.63  0.29  -0.05
H  -0.45  1.11  0.97
H  0.33  0.07  -1.23
C  2.84  1.61  -2.79
O  3.90  2.19  -3.56
H  2.85  2.03  -1.78
H  1.90  1.87  -3.28
H  2.93  0.53  -2.64
H  3.99  1.67  -4.36

Summary:
Frontier orbital gap = 10.03 eV
SMILES = COC[C@H](C)N.OCCO.CO.CO.CO.CO.CO.CO.CO
LUMO = 0.013 Ha
Total energy = -36171.74046 eV
HOMO level = -9.69 eV
2S+1 = 1
M = 375.5 g mol⁻¹